{"formula": "C5H9Br", "method": "ωB97M-V/def2-TZVPD", "lumo_ev": 0.999, "e_homo_ev": -9.81, "spin_multiplicity": 1, "e_above_lowest_kcal_mol": 27.5, "orbital_gap_ev": 10.81, "smiles": "C=CC[C@H](C)Br", "species": ["C", "C", "C", "C", "C", "Br", "H", "H", "H", "H", "H", "H", "H", "H", "H"], "xyz": [[1.753510, -0.897200, -0.596130], [0.962660, -1.482747, 0.284065], [-0.576567, 1.928721, -0.190261], [-0.279754, -0.832785, 0.879172], [-0.976190, 0.424144, -0.154918], [-2.943210, 0.388485, 0.247931], [2.535619, -1.557839, -1.174041], [1.853824, 0.068536, -0.908688], [1.099783, -2.609216, 0.522275], [0.352305, 2.025818, -0.800725], [-1.340436, 2.604819, -0.511302], [-0.389814, 2.177556, 0.922537], [-1.152144, -1.631368, 0.832687], [-0.105584, -0.419819, 1.817979], [-0.794003, -0.187104, -1.170584]], "forces_ev_per_angstrom": [[2.481, -4.362, -0.990], [-0.914, -1.023, 0.255], [1.755, -1.658, 2.354], [-2.291, 0.156, -3.519], [0.584, -3.203, -1.107], [0.737, -0.132, -0.187], [-1.380, 1.168, 1.467], [-0.596, 2.666, -0.472], [-0.248, 2.061, -0.483], [-0.629, 0.194, 0.626], [-0.503, -0.002, -0.518], [0.073, 0.000, -1.769], [1.844, 1.728, 0.566], [-0.049, 0.471, 1.875], [-0.865, 1.936, 1.902]], "lowdin_charge": [-0.027, -0.217, -0.181, -0.194, -0.666, 0.573, 0.096, 0.009, 0.125, 0.071, 0.033, 0.101, 0.107, 0.059, 0.112]}